A 2-piece molecular cluster, HNO4S overall at a distorted geometry, computed with wB97M-V/def2-TZVPD.

```
7
Properties=species:S:1:pos:R:3
O 1.62334 2.16236 -1.45958
H -1.26937 -1.48837 1.68139
O -0.73221 -1.19036 -1.15019
N 0.55605 2.19183 -0.99206
O -0.32726 -1.22298 1.69527
O -0.19207 -0.01919 0.81072
S 0.34151 -0.43330 -0.58555
```

Summary:
Kohn-Sham gap (spin up / spin down) ... 8.33 / 8.12 eV
LUMO energy (spin up / spin down) ... -0.484 / -1.095 eV
ΔE to the lowest compared entry with this formula, charge and spin ... 312.8 kJ/mol
E_tot ... -20524.8226 eV
HOMO energy (spin up / spin down) ... -8.81 / -9.21 eV

C20H17F10N3OOs as an isolated structure, computed with wB97M-V/def2-TZVPD.

```
52
Properties=species:S:1:pos:R:3
C -1.40055 2.67146 -1.10305
C 0.29272 -2.34048 3.61480
F -3.42659 3.73275 -0.64221
C -2.03320 4.64000 -2.30246
C 2.52102 -1.83144 -0.22551
H 1.70128 1.35893 -3.39860
H 1.85160 -2.34577 -0.91495
H 4.49424 0.04332 -0.32485
H -2.01869 -3.73302 -1.09536
N 0.90737 -1.20838 1.47838
C 0.05395 3.57434 -2.81588
C 2.07091 -2.06721 1.20662
C -1.38969 -1.29054 4.98576
H 3.53728 -2.19462 -0.39039
C -0.84696 4.58217 -3.04363
F 1.17969 3.57624 -3.51203
F -2.89079 5.59384 -2.52057
H 3.42793 1.44810 -0.07951
C -3.36303 -1.30037 -0.22412
H -4.02500 -0.82818 -0.95721
F -2.30503 0.76834 4.28888
C 0.21475 -1.31077 2.65947
C -0.49655 -2.33008 4.75079
H 2.62805 2.05195 -2.08412
C 3.54626 0.38197 0.09663
F -0.74538 0.76918 2.08499
N 0.65000 1.54283 -1.55314
H -1.16300 -2.87320 -2.40276
H 2.86385 -1.84157 1.92573
H -2.95195 -2.96324 -2.35587
F -1.69238 1.74292 -0.18707
C -0.69440 -0.27871 2.95266
N 2.43011 -0.36943 -0.54821
C 1.88038 1.29269 -2.32690
C -2.09134 -1.64292 -0.91888
H 3.39363 -0.25197 -2.44644
F -0.40807 -3.32091 5.61348
C 2.39640 -0.10853 -2.02555
H 3.53519 0.19983 1.16784
C -1.48488 -0.24223 4.07340
O -1.09844 -0.91663 -0.81042
C -0.17088 2.55124 -1.83215
C -2.04164 -2.86619 -1.76360
F 1.11778 -3.36854 3.44052
H -3.87655 -2.19694 0.12164
Os 0.59341 0.19216 0.09051
H 1.72945 -0.85200 -2.46441
C -2.30245 3.67162 -1.32432
H -3.19090 -0.60504 0.59410
F -0.60398 5.50637 -3.94402
H 1.83050 -3.12208 1.32797
F -2.13543 -1.29128 6.06401
```

Summary:
Kohn-Sham gap (spin up / spin down) ... 8.28 / 5.50 eV
Expectation value of S² ... 6.063
LUMO energy (spin up / spin down) ... -5.873 / -9.054 eV
Multiplicity ... 5
Net charge ... +2
ΔE to the lowest compared entry with this formula, charge and spin ... 0.0 kJ/mol
E_tot ... -57155.4461 eV
HOMO energy (spin up / spin down) ... -14.15 / -14.56 eV

A 2-piece molecular cluster, CH4INO overall at a distorted geometry, computed with wB97M-V/def2-TZVPD.

```
8
Properties=species:S:1:pos:R:3
N -0.92495 -0.00838 -0.84034
H 1.69585 0.20694 0.89727
O 0.38999 0.23141 -0.63669
H -1.05501 -1.70012 0.29286
H 0.48919 1.53411 0.96695
I -1.23191 -0.60005 -2.72648
H -0.01917 -0.14641 1.32312
C 0.65599 0.48249 0.72332
```

Summary:
Kohn-Sham gap (spin up / spin down) ... 8.18 / 8.97 eV
LUMO energy (spin up / spin down) ... -0.577 / -0.339 eV
ΔE to the lowest compared entry with this formula, charge and spin ... 400.2 kJ/mol
E_tot ... -12733.9540 eV
HOMO energy (spin up / spin down) ... -8.76 / -9.31 eV

One molecule with the formula C7H5NO2S at a distorted geometry, computed with wB97M-V/def2-TZVPD.

```
16
Properties=species:S:1:pos:R:3
H -2.63161 -1.60731 1.00234
H 1.64213 -1.39290 1.20596
C 3.04788 0.25491 -1.12451
H -0.49218 -2.31434 2.09192
N 0.69997 -0.17622 -0.19817
C 1.94386 0.07729 -0.69802
S -1.09724 2.44825 -0.86211
C -0.49137 -1.59988 1.28481
O -0.16291 3.17375 -1.69593
C -0.42848 0.38916 -0.69838
C -1.69072 -1.17674 0.69392
H 4.01845 0.40666 -1.49124
C -1.63521 -0.17609 -0.24212
H -2.54624 0.22559 -0.66052
C 0.68118 -1.09048 0.81477
O -0.85752 2.55835 0.57727
```

Summary:
Kohn-Sham gap ... 7.83 eV
LUMO energy ... -0.910 eV
ΔE to the lowest compared entry with this formula, charge and spin ... 366.5 kJ/mol
E_tot ... -23755.5187 eV
HOMO energy ... -8.74 eV

C32H40N7O2V as an isolated structure, computed with wB97M-V/def2-TZVPD.

```
82
Properties=species:S:1:pos:R:3
H 4.72732 1.80761 -1.01013
N 3.77795 0.00616 -0.40916
H 4.68163 -2.96770 3.03195
C 1.08604 -3.89751 -0.34495
C -2.00162 -0.25884 -3.57671
C -2.69898 -0.30837 -1.28879
H -0.99687 4.23527 -0.26949
C 4.60195 1.20076 -0.11399
C -1.39737 0.01027 -0.94023
H 1.22489 -0.49711 3.39665
C 0.54991 1.56250 1.22874
H -3.36984 2.40891 0.02954
C -0.77501 3.48214 0.47722
H 1.70004 -3.40389 2.15077
C 0.73923 -4.72286 0.86122
H 0.06508 0.23018 -3.85157
C 1.71617 -2.42650 -2.54108
H -5.81872 -0.30095 3.23535
H 4.09956 -1.81049 -1.44850
H 5.58545 -0.95555 -1.02765
H 1.06008 -1.98140 0.62390
C -5.07586 1.30355 -0.71605
H 3.00460 3.45305 -1.39211
H -4.85428 2.69221 0.94169
H -4.74506 1.23871 -1.74924
H 5.59100 0.90131 0.24404
H -3.99808 -0.75399 -2.94495
H -6.64351 0.08397 0.90975
C 2.08912 -0.77174 2.81669
N 1.52459 0.66058 0.81976
C 4.30486 -1.63814 1.38704
O 0.21534 -5.80776 0.72772
C -0.20825 1.58106 2.41001
V 1.63427 0.40333 -1.17734
H -2.32302 4.16976 1.79704
N -4.78977 0.04881 -0.01827
C 0.24234 2.56860 0.26913
H 1.08992 3.00343 -2.98097
C 4.03272 -2.20100 2.62833
C 0.45333 3.17588 -2.11055
N -0.42553 0.20282 -1.83879
C -5.14318 0.07700 2.46700
H 1.93675 4.53485 -0.47570
C -4.45232 2.53064 -0.05942
N 1.10997 2.62698 -0.91279
C -3.64744 -0.65932 -0.16714
C -1.52468 3.45506 1.64567
C 1.21747 -2.52310 -0.30222
H -0.50713 2.69343 -2.27073
H 1.71338 -4.25959 -3.64776
N 1.54749 -1.79446 -1.37370
H 4.56951 -0.33755 -2.32284
C -1.22025 2.51069 2.61122
H -6.15841 1.41079 -0.75196
H -0.04212 0.85489 3.18765
C 1.25047 -4.54368 -1.56374
C -5.66083 -0.34706 1.09697
H -5.75725 -1.43113 1.06931
H -5.09131 1.16261 2.56325
H -4.15299 -0.34249 2.64463
C 3.48304 -0.65574 0.86518
H -1.12352 0.09697 0.10468
C 4.54805 -0.82842 -1.34846
H 5.17363 -1.97637 0.83515
C 1.57062 -3.79419 -2.68184
C -3.00120 -0.46180 -2.63395
H 0.88444 -4.74117 2.87381
H 0.29175 4.25439 -2.03153
C -0.73667 0.06926 -3.13895
C 2.93321 -1.74458 3.34098
H 1.98610 -1.81719 -3.39766
H 1.12101 -5.61805 -1.60656
H 2.70694 3.17697 0.34046
C 2.32513 -0.20061 1.55305
N 1.04981 -4.16891 2.06109
H -1.78530 2.47934 3.53502
H 2.71711 -2.15407 4.32176
H -2.20380 -0.37058 -4.63313
O -3.34003 -1.59628 0.55222
C 2.26454 3.49722 -0.59354
H -4.65721 3.42286 -0.65585
H 4.12961 1.78528 0.66433
```

Summary:
Kohn-Sham gap (spin up / spin down) ... 6.76 / 6.90 eV
Expectation value of S² ... 3.760
LUMO energy (spin up / spin down) ... -2.555 / -2.831 eV
Multiplicity ... 4
Net charge ... +1
ΔE to the lowest compared entry with this formula, charge and spin ... 0.0 kJ/mol
E_tot ... -74043.7739 eV
HOMO energy (spin up / spin down) ... -9.32 / -9.73 eV

One molecule with the formula C3H4N2O, computed with wB97M-V/def2-TZVPD.

```
10
Properties=species:S:1:pos:R:3
H -1.94708 0.55710 0.92627
H -2.05284 -0.96323 -0.00929
H 2.87415 0.59680 0.48723
H -1.98601 0.59710 -0.84837
N 0.71738 0.73971 0.60875
C 1.90900 0.21269 0.18321
C -1.62206 0.04055 0.02168
C -0.13717 -0.02585 0.00098
N 1.81118 -0.80344 -0.62220
O 0.44130 -0.96860 -0.74833
```

Summary:
Kohn-Sham gap ... 11.57 eV
LUMO energy ... 0.963 eV
ΔE to the lowest compared entry with this formula, charge and spin ... 133.1 kJ/mol
E_tot ... -8202.5062 eV
HOMO energy ... -10.61 eV